[1]
DFT (ωB97M-V/def2-TZVPD) results for a 2-piece molecular cluster, C12H26BFN2O9PS overall.

For the HOMO energy, the calculation gives -6.35 eV. The frontier orbital gap is 0.3266 hartree. As for the net charge: -1.

Last column: natural (NBO) charge in e.
Cartesian coordinates (Å):
N: 1.094 1.347 1.840  -0.549
C: 1.040 1.343 0.659  0.615
O: 0.929 1.319 -0.593  -0.720
P: -0.700 1.054 -1.270  1.398
C: -1.563 2.214 -0.044  -0.754
C: -2.936 2.698 -0.539  -0.421
C: -3.714 3.213 0.675  -0.050
O: -5.106 3.383 0.366  -0.725
C: -0.974 -0.524 -0.249  -0.739
C: 0.171 -1.562 -0.286  -0.395
C: -0.141 -2.898 -0.974  -0.401
C: 0.804 -3.196 -2.141  -0.209
N: 0.164 -4.011 -3.175  -0.855
O: 0.019 0.130 -2.562  -1.017
B: -0.885 -0.212 -3.515  1.293
O: -0.983 0.544 -4.654  -0.883
O: -1.681 -1.366 -3.456  -0.963
S: -0.258 2.914 -2.524  2.077
O: 0.384 3.928 -1.745  -0.973
O: -1.424 3.331 -3.235  -0.969
F: 0.816 2.559 -3.650  -0.507
H: -1.973 0.882 -1.933  -0.160
H: -1.746 1.749 0.915  0.225
H: -1.006 3.125 0.146  0.247
H: -3.530 1.882 -0.941  0.181
H: -2.843 3.539 -1.206  0.234
H: -3.331 4.170 0.989  0.175
H: -3.643 2.510 1.499  0.146
H: -5.412 2.513 0.120  0.453
H: -1.854 -1.002 -0.658  0.201
H: -1.201 -0.326 0.791  0.224
H: 1.097 -1.148 -0.653  0.213
H: 0.377 -1.814 0.750  0.202
H: -1.179 -2.987 -1.268  0.187
H: 0.034 -3.691 -0.256  0.194
H: 1.621 -3.786 -1.733  0.162
H: 1.250 -2.281 -2.518  0.185
H: -0.833 -4.001 -3.065  0.357
H: 0.428 -3.740 -4.105  0.357
H: -1.851 0.359 -5.016  0.482
H: -2.476 -1.239 -2.940  0.492
O: 1.066 -1.528 4.714  -0.560
C: 2.235 -1.315 4.611  0.792
O: 3.176 -2.177 5.097  -0.506
C: 4.486 -1.617 4.929  -0.069
C: 4.346 -0.598 3.807  -0.427
C: 2.910 -0.106 3.994  -0.547
H: 4.789 -1.156 5.873  0.167
H: 5.184 -2.417 4.689  0.187
H: 5.095 0.191 3.851  0.215
H: 4.438 -1.097 2.841  0.209
H: 2.850 0.725 4.697  0.230
H: 2.439 0.173 3.051  0.298


[2]
DFT (ωB97M-V/def2-TZVPD) results for an isolated ion of composition C2H6ClN2 and charge +1.

For the HOMO energy, the calculation gives -15.36 eV. The frontier orbital gap is 0.4356 hartree. As for the net charge: +1. As for the SMILES: N/C=[NH+]/CCl. For the energy above the lowest of the compared OMol25 structures with the same formula, charge and spin, the calculation gives 32.1 kcal/mol.

Last column: natural (NBO) charge in e.
Cartesian coordinates (Å):
C: 0.670 -0.404 -0.304  0.376
C: -1.553 -0.372 1.219  -0.251
N: 1.661 0.077 -0.996  -0.698
N: -0.303 0.248 0.241  -0.567
Cl: -0.952 -1.452 2.399  0.088
H: 0.690 -1.492 -0.143  0.234
H: -2.069 0.490 1.828  0.268
H: -2.136 -0.756 0.320  0.252
H: 2.274 -0.498 -1.436  0.423
H: 1.745 1.100 -1.264  0.431
H: -0.401 1.354 0.318  0.443


[3]
DFT (ωB97M-V/def2-TZVPD) results for C15H36N4O7SZn as an isolated structure.

For the HOMO energy (alpha / beta), the calculation gives -12.52 / -12.52 eV. The frontier orbital gap (alpha / beta) is 0.3878 / 0.2131 hartree. As for the multiplicity: 2. As for the net charge: +1.

Last column: natural (NBO) charge in e.
Cartesian coordinates (Å):
Zn: -1.930 -15.996 -2.933  1.762
S: -2.257 -13.697 -3.911  2.570
O: -2.550 -14.990 -4.494  -1.053
O: -1.928 -14.109 -2.549  -1.088
O: -1.163 -13.045 -4.589  -0.715
O: -3.366 -12.790 -4.013  -0.625
C: -5.076 -16.735 -4.192  -0.643
C: -4.743 -17.341 -2.791  -0.245
N: -3.877 -16.494 -1.984  -0.560
C: -4.472 -15.179 -1.554  -0.219
C: -5.925 -15.275 -0.890  -0.647
C: -3.763 -17.238 -0.717  -0.232
C: -3.104 -18.587 -0.797  -0.626
H: -4.323 -16.605 -4.969  0.227
H: -5.624 -15.794 -4.138  0.212
H: -5.846 -17.342 -4.668  0.224
H: -5.653 -17.659 -2.283  0.196
H: -4.319 -18.310 -3.053  0.222
H: -3.727 -14.648 -0.962  0.220
H: -4.518 -14.662 -2.512  0.201
H: -6.581 -15.766 -1.608  0.212
H: -6.032 -15.831 0.042  0.218
H: -6.280 -14.264 -0.691  0.233
H: -4.742 -17.560 -0.364  0.187
H: -3.341 -16.637 0.088  0.211
H: -2.219 -18.557 -1.432  0.224
H: -3.825 -19.272 -1.242  0.197
H: -2.947 -19.036 0.184  0.225
C: 0.262 -14.541 -0.162  -0.722
C: -0.004 -16.019 -0.491  0.717
O: -0.940 -16.435 -1.119  -0.753
N: 0.935 -16.802 -0.131  -0.573
C: 0.701 -18.244 -0.161  -0.438
H: 0.598 -13.955 -1.017  0.243
H: 1.009 -14.434 0.625  0.218
H: -0.619 -13.982 0.154  0.258
H: 1.809 -16.397 0.175  0.413
H: 0.938 -18.574 0.851  0.212
H: 1.453 -18.673 -0.822  0.209
H: -0.295 -18.668 -0.294  0.254
C: -1.156 -17.685 -5.968  -0.715
C: -1.715 -18.522 -4.868  0.716
O: -1.950 -18.010 -3.780  -0.753
N: -2.019 -19.795 -5.141  -0.580
C: -2.581 -20.732 -4.167  -0.428
H: -1.377 -16.659 -5.675  0.259
H: -1.783 -17.969 -6.813  0.229
H: -0.097 -17.739 -6.221  0.249
H: -1.778 -20.185 -6.041  0.409
H: -1.838 -21.474 -3.875  0.209
H: -3.450 -21.232 -4.593  0.215
H: -2.881 -20.233 -3.245  0.230
C: 2.387 -16.312 -3.459  -0.709
C: 1.258 -15.440 -3.507  0.703
O: 0.143 -15.952 -3.583  -0.753
N: 1.444 -14.123 -3.488  -0.592
C: 2.627 -13.400 -3.033  -0.442
H: 2.128 -17.162 -4.090  0.255
H: 2.488 -16.559 -2.402  0.238
H: 3.282 -15.840 -3.865  0.231
H: 0.583 -13.636 -3.689  0.430
H: 3.508 -13.899 -2.630  0.228
H: 2.369 -12.613 -2.324  0.220
H: 2.983 -12.967 -3.969  0.220


[4]
DFT (ωB97M-V/def2-TZVPD) results for C22H35AsBN10V as an isolated structure.

For the HOMO energy (alpha / beta), the calculation gives -16.12 / -16.12 eV. The frontier orbital gap (alpha / beta) is 0.1615 / 0.1886 hartree. As for the multiplicity: 2. As for the net charge: +3. For the energy above the lowest of the compared OMol25 structures with the same formula, charge and spin, the calculation gives 1.1 kcal/mol.

Last column: natural (NBO) charge in e.
Cartesian coordinates (Å):
V: -0.014 -0.137 -0.055  1.448
C: 0.477 3.379 0.146  -0.658
C: -0.478 2.764 -0.815  0.242
C: -1.264 3.383 -1.775  -0.286
C: -1.889 2.359 -2.477  0.128
N: -1.514 1.181 -1.968  -0.325
N: -0.651 1.421 -0.937  -0.383
B: -1.685 -0.254 -2.548  0.906
N: -0.256 -0.747 -2.872  -0.334
C: 0.321 -1.243 -3.976  0.124
C: 1.626 -1.602 -3.675  -0.297
C: 1.805 -1.306 -2.332  0.237
C: 3.040 -1.524 -1.530  -0.654
N: 0.654 -0.772 -1.847  -0.387
N: -2.187 -1.194 -1.402  -0.322
C: -3.130 -2.142 -1.429  0.126
C: -2.955 -2.995 -0.343  -0.287
C: -1.847 -2.517 0.341  0.243
C: -1.164 -3.065 1.547  -0.658
N: -1.397 -1.416 -0.312  -0.386
N: -2.660 -0.255 -3.680  -0.420
C: -3.962 0.172 -3.607  -0.084
C: -4.527 -0.053 -4.826  -0.288
C: -3.502 -0.639 -5.623  0.188
C: -3.566 -1.085 -7.031  -0.657
N: -2.393 -0.752 -4.903  -0.308
H: 1.333 3.779 -0.402  0.276
H: 0.015 4.219 0.663  0.274
H: 0.842 2.651 0.870  0.208
H: -1.361 4.443 -1.942  0.282
H: -2.565 2.414 -3.316  0.280
H: -0.233 -1.308 -4.898  0.302
H: 2.360 -2.031 -4.336  0.275
H: 3.749 -2.099 -2.120  0.276
H: 3.502 -0.565 -1.289  0.222
H: 2.829 -2.082 -0.617  0.219
H: -3.870 -2.168 -2.214  0.280
H: -3.548 -3.858 -0.091  0.283
H: -1.114 -4.150 1.475  0.288
H: -0.147 -2.675 1.627  0.209
H: -1.716 -2.830 2.459  0.257
H: -4.373 0.595 -2.702  0.224
H: -5.536 0.160 -5.137  0.258
H: -4.557 -0.947 -7.451  0.246
H: -2.840 -0.550 -7.646  0.247
H: -3.276 -2.134 -7.118  0.245
C: 3.660 -0.276 3.598  -0.410
N: 3.652 -0.253 2.118  -0.368
C: 4.960 -0.279 1.425  -0.406
C: 2.568 -0.181 1.465  0.767
N: 1.555 -0.115 0.859  -0.643
H: 4.582 -0.751 3.923  0.264
H: 2.818 -0.847 3.982  0.232
H: 3.629 0.739 3.993  0.245
H: 5.640 0.394 1.944  0.258
H: 4.859 0.052 0.396  0.233
H: 5.369 -1.288 1.447  0.251
C: -0.946 2.235 3.040  -0.909
As: -1.049 0.424 2.337  0.977
C: -2.966 0.135 2.505  -0.915
C: -0.286 -0.547 3.859  -0.926
H: -1.404 2.207 4.028  0.268
H: -1.510 2.920 2.408  0.254
H: 0.081 2.581 3.133  0.245
H: -3.224 0.236 3.558  0.266
H: -3.277 -0.844 2.146  0.247
H: -3.489 0.908 1.944  0.259
H: -1.100 -0.872 4.505  0.273
H: 0.349 0.139 4.417  0.252
H: 0.291 -1.420 3.563  0.232


What are the max |F| values for these records? In order: 2.84 5.19 4.41 2.59 eV Å⁻¹.
What are the E_tot values for these records? In order: -57795.9850 -17666.2180 -95679.6445 -125461.9514 eV.